18
Properties=species:S:1:pos:R:3:forces:R:3:lowdin_charge:R:1 method="wB97M-V/def2-TZVPD" molar_mass_g_mol=112.19 e_tot_ha=-670.118583 gap_ev=9.89 homo_energy_ev=-9.2 e_above_lowest_kcal_mol=28.3 largest_force_ev_per_a=2.74
C 1.157936 -2.327162 0.475983 0.72 -0.30 1.96 -0.127
C 0.336537 -1.050345 0.535784 -1.85 -0.64 1.70 -0.341
C 1.281711 0.105038 0.331050 2.29 1.42 -0.51 -0.615
S 0.627278 1.790941 0.152899 -1.46 -0.08 0.68 0.727
H 0.710028 -3.228675 0.934291 -0.31 0.45 -0.68 0.081
H 1.930616 -2.092123 1.223322 0.39 -0.37 -0.30 0.071
H 1.691205 -2.571599 -0.432554 -0.31 0.10 -0.47 0.071
H -0.702809 -1.180139 0.051388 1.95 0.85 0.06 0.122
H 0.059436 -0.910817 1.617267 -0.11 -0.46 -0.75 0.116
H 1.959246 -0.033938 -0.527627 -0.51 -0.19 -0.01 0.074
H 2.053975 0.298609 1.152071 -1.32 -1.27 -0.55 0.086
H 1.361099 2.142843 -0.858735 0.62 0.29 -0.92 -0.171
H -2.952942 3.538851 1.123734 0.25 -0.37 -1.24 0.059
H -2.953276 2.314311 0.219776 -0.21 -1.45 -0.06 -0.002
O -2.775547 3.234140 0.199521 -0.04 1.84 1.27 -0.076
H -1.308159 0.157112 -2.820678 0.11 0.32 -0.61 0.034
H -0.921984 0.051167 -1.382894 1.44 0.89 1.38 -0.072
O -1.554353 -0.238214 -1.994598 -1.65 -1.02 -0.92 -0.036